--- one ---
A molecular structure, C54H69AsBrN4O5PS2Ti. Source: the Open Molecules 2025 dataset; level of theory: the ωB97M-V functional and the def2-TZVPD basis.

Values from the calculation:
* M: 1152.0 g mol⁻¹

Element x y z (Å)
Ti: -0.24064 -0.97108 -0.00479
O: -0.86697 1.49170 -5.23369
C: -2.02429 0.95528 -4.72332
C: -3.10066 0.85795 -5.59308
C: -4.30802 0.34676 -5.14737
C: -4.44741 -0.06166 -3.82842
C: -3.37234 0.04754 -2.96188
C: -2.15208 0.54684 -3.39383
C: -0.98106 0.71788 -2.44350
O: -1.07481 0.03028 -1.28090
N: -0.84546 2.21255 -2.25573
N: -1.20079 2.69746 -1.05986
C: -1.60189 3.91268 -1.03030
C: -2.21847 4.49772 0.15691
Br: -2.88318 3.22294 1.40769
C: -2.46430 5.78989 0.38440
C: -2.00583 6.92456 -0.43184
C: -2.80548 8.07005 -0.48684
C: -2.43701 9.16029 -1.25740
C: -1.25199 9.13350 -1.98005
C: -0.42859 8.01972 -1.90322
C: -0.79500 6.92777 -1.13082
H: -0.15571 1.40984 -4.59277
H: -2.97124 1.19861 -6.61308
H: -5.13831 0.26725 -5.83698
H: -5.39159 -0.45724 -3.47661
H: -3.45574 -0.25638 -1.92664
H: -0.07455 0.38271 -2.96393
H: -1.24935 2.73971 -3.02478
H: -1.58193 4.53607 -1.92695
H: -3.07830 6.03802 1.24269
H: -3.73309 8.08824 0.07362
H: -3.07490 10.03452 -1.29138
H: -0.96708 9.97899 -2.59325
H: 0.51155 8.00384 -2.44073
H: -0.12271 6.08510 -1.03550
C: 0.65482 2.16538 4.24059
C: 1.37224 2.80052 3.04504
C: 2.40518 3.80273 3.57198
P: 1.87029 1.52764 1.69573
C: 3.58061 2.23151 1.31503
C: 3.38930 3.35212 0.28640
C: 4.64348 1.24294 0.84080
C: 2.26638 0.04972 2.68822
C: 3.06712 0.23011 3.82297
C: 3.26781 -0.74186 4.78147
C: 4.11825 -0.49017 5.99899
C: 2.60503 -1.95198 4.59337
C: 1.87438 -2.18024 3.45081
C: 1.70991 -1.21663 2.43789
N: 1.09452 -1.68379 1.21358
C: 1.59484 -3.02777 0.94134
C: 0.77810 -4.17478 0.91016
C: -0.65472 -4.18308 1.33951
C: 1.33200 -5.40541 0.56332
C: 2.67813 -5.57339 0.30282
C: 3.24945 -6.90827 -0.09482
C: 3.49242 -4.46013 0.43120
C: 2.98397 -3.21006 0.74006
C: 3.95370 -2.06235 0.81427
H: -0.04972 2.88430 4.66910
H: 1.37042 1.89254 5.01754
H: 0.10454 1.27058 3.97274
H: 0.64719 3.40663 2.50823
H: 3.19222 3.33241 4.16610
H: 1.87737 4.49328 4.23572
H: 2.86475 4.40053 2.78465
H: 3.95909 2.66241 2.24004
H: 3.02508 2.92568 -0.65094
H: 4.33679 3.86387 0.09446
H: 2.65877 4.09148 0.62530
H: 4.35548 0.76522 -0.09371
H: 4.82582 0.47093 1.58867
H: 5.58037 1.78316 0.67040
H: 3.55235 1.19147 3.95103
H: 4.40768 0.55888 6.05926
H: 5.02888 -1.09266 5.97496
H: 3.57179 -0.75281 6.90652
H: 2.67051 -2.72752 5.34885
H: 1.38531 -3.13724 3.32425
H: -0.73787 -3.89876 2.38606
H: -1.07654 -5.18008 1.22200
H: -1.27081 -3.49342 0.78214
H: 0.67628 -6.26885 0.52607
H: 2.46682 -7.66151 -0.17813
H: 3.98186 -7.25117 0.63868
H: 3.75574 -6.83617 -1.05966
H: 4.56184 -4.56302 0.26944
H: 4.86047 -2.28948 0.25072
H: 4.23856 -1.86519 1.85179
H: 3.50999 -1.15346 0.41712
C: 2.14143 -2.83944 -2.18047
C: 0.65163 -3.00524 -2.24751
C: 0.04680 -3.80170 -3.18178
C: -1.34621 -3.76954 -2.93243
C: -1.55026 -2.95038 -1.85722
C: -2.91481 -2.68002 -1.28467
N: -0.31834 -2.45984 -1.39823
H: 2.60959 -3.80893 -2.01159
H: 2.45469 -2.17097 -1.39400
H: 2.52270 -2.46386 -3.13383
H: 0.55604 -4.35878 -3.95550
H: -2.11701 -4.28970 -3.48161
H: -2.95235 -1.76747 -0.70986
H: -3.62919 -2.60115 -2.10380
H: -3.24045 -3.49955 -0.63845
C: -7.45845 1.76392 2.76389
C: -6.12964 1.06069 2.67298
C: -5.52873 0.82648 1.44064
C: -4.30667 0.17611 1.36026
C: -3.67331 -0.22418 2.52383
C: -4.26038 -0.01296 3.76338
C: -5.48406 0.62654 3.83149
S: -2.13983 -1.10815 2.49698
O: -2.45606 -2.40720 3.01166
O: -1.11849 -0.38097 3.19459
O: -1.77848 -1.14408 1.00476
H: -7.76938 2.14129 1.79098
H: -7.40261 2.60162 3.46026
H: -8.22665 1.07902 3.12813
H: -6.02221 1.16605 0.53769
H: -3.82732 0.00713 0.40464
H: -3.75065 -0.35071 4.65797
H: -5.95011 0.79678 4.79512
C: 2.54833 2.22888 -3.83068
As: 2.60763 0.38711 -3.21479
C: 1.93435 -0.64988 -4.73607
C: 4.50756 0.00790 -3.28204
S: 1.93906 0.34257 -1.20314
H: 2.64552 2.29131 -4.91394
H: 3.37017 2.76120 -3.35364
H: 1.61334 2.68409 -3.50802
H: 1.82132 0.01996 -5.58742
H: 0.98462 -1.13778 -4.51626
H: 2.67135 -1.41423 -4.97235
H: 4.89400 0.16338 -4.28848
H: 4.66988 -1.02386 -2.97411
H: 5.01362 0.66964 -2.58134

=====

--- two ---
A molecular structure, C54H69AsBrN4O5PS2Ti. Source: the Open Molecules 2025 dataset; level of theory: the ωB97M-V functional and the def2-TZVPD basis.

Values from the calculation:
* M: 1152.0 g mol⁻¹

Element x y z (Å)
Ti: 1.09932 -0.62009 -0.17425
O: -1.86260 0.92991 -2.80250
C: -2.04506 2.15185 -2.27530
C: -2.60683 3.12209 -3.10612
C: -2.81616 4.40735 -2.64656
C: -2.45406 4.75161 -1.34827
C: -1.88166 3.78681 -0.53781
C: -1.68111 2.47557 -0.96972
C: -1.02274 1.53623 0.03193
O: -0.54126 0.31854 -0.42848
N: -2.00957 1.30941 1.09970
N: -1.76220 0.32764 1.97200
C: -2.30498 0.37532 3.12257
C: -2.16604 -0.77049 4.04090
Br: -2.64672 -2.44700 3.27452
C: -1.70088 -0.74898 5.28641
C: -1.11738 0.41611 5.98060
C: 0.06531 0.21513 6.69478
C: 0.70416 1.26874 7.32816
C: 0.15901 2.54409 7.27650
C: -1.03241 2.75090 6.59680
C: -1.66576 1.69694 5.95445
H: -1.61538 0.31853 -2.08803
H: -2.87379 2.83025 -4.11426
H: -3.25790 5.14563 -3.30401
H: -2.59369 5.75966 -0.98152
H: -1.54579 4.06719 0.45746
H: -0.17378 2.11285 0.41681
H: -2.39920 2.16639 1.48325
H: -2.90874 1.23168 3.43026
H: -1.61967 -1.69595 5.80859
H: 0.49369 -0.77986 6.73507
H: 1.62799 1.09279 7.86395
H: 0.65332 3.36913 7.77270
H: -1.47762 3.73753 6.57175
H: -2.61127 1.87360 5.46007
C: 0.66853 -2.34781 -5.09471
C: 0.43738 -2.27186 -3.58262
C: -0.99394 -1.86378 -3.28476
P: 1.69077 -1.33408 -2.60003
C: 3.22809 -2.28149 -3.05126
C: 3.89678 -3.04766 -1.90886
C: 4.21914 -1.43233 -3.84249
C: 1.65607 0.39231 -3.15248
C: 1.37092 0.78907 -4.45997
C: 1.02909 2.09429 -4.77486
C: 0.73578 2.50875 -6.19056
C: 0.94612 3.01163 -3.72717
C: 1.26085 2.65505 -2.43227
C: 1.66244 1.35182 -2.12963
N: 2.04160 0.99272 -0.81414
C: 2.78419 1.98306 -0.09682
C: 3.84588 2.67812 -0.72535
C: 4.33463 2.38405 -2.12221
C: 4.53505 3.65638 -0.02413
C: 4.24954 3.97064 1.29606
C: 5.00773 5.04262 2.02948
C: 3.23840 3.25610 1.90907
C: 2.49789 2.27883 1.24808
C: 1.43182 1.63406 2.09535
H: 0.13727 -3.22290 -5.47481
H: 1.71604 -2.45387 -5.38124
H: 0.25260 -1.48003 -5.60738
H: 0.60432 -3.26195 -3.16318
H: -1.21992 -0.88572 -3.70402
H: -1.19765 -1.84561 -2.21124
H: -1.68321 -2.57945 -3.74047
H: 2.81003 -3.03892 -3.71707
H: 3.17527 -3.49192 -1.22726
H: 4.57314 -2.42000 -1.34248
H: 4.48534 -3.85987 -2.34164
H: 4.61792 -0.62024 -3.23152
H: 3.77076 -0.98652 -4.73215
H: 5.06090 -2.05286 -4.15733
H: 1.40809 0.05850 -5.25732
H: 0.59177 1.64053 -6.83350
H: 1.55307 3.10005 -6.60909
H: -0.16798 3.11805 -6.24101
H: 0.62433 4.02715 -3.93228
H: 1.21434 3.38819 -1.63635
H: 4.19548 1.34278 -2.39906
H: 5.39986 2.60946 -2.18485
H: 3.81832 2.98451 -2.87298
H: 5.35076 4.16806 -0.52534
H: 5.94679 5.27472 1.52714
H: 5.23541 4.73782 3.05158
H: 4.42590 5.96571 2.08429
H: 3.00421 3.45364 2.95123
H: 0.82494 0.87225 1.61137
H: 0.73424 2.39068 2.46476
H: 1.88172 1.13822 2.95616
C: 4.77393 -0.33508 -0.03693
C: 3.95161 -0.78373 1.13028
C: 4.45170 -1.03255 2.37052
C: 3.36541 -1.42001 3.20499
C: 2.24122 -1.41652 2.44066
C: 0.86359 -1.71828 2.93127
N: 2.56603 -1.02504 1.12694
H: 5.18013 0.66070 0.14108
H: 4.20098 -0.29636 -0.95936
H: 5.61939 -1.00816 -0.18898
H: 5.49312 -0.95168 2.64437
H: 3.39846 -1.67779 4.25292
H: 0.82787 -1.50762 4.00100
H: 0.59107 -2.76155 2.77452
H: 0.08472 -1.11494 2.46535
C: -5.08217 -5.99929 1.13314
C: -3.69469 -5.49492 0.84448
C: -3.40789 -4.84170 -0.34967
C: -2.13986 -4.34749 -0.60380
C: -1.14757 -4.50169 0.34954
C: -1.40471 -5.15853 1.54411
C: -2.67642 -5.65279 1.78242
S: 0.45634 -3.83127 0.07324
O: 0.88035 -4.15595 -1.26602
O: 1.30209 -4.25798 1.14832
O: 0.18313 -2.31980 0.15925
H: -5.68115 -6.04826 0.22428
H: -5.59454 -5.33831 1.83635
H: -5.05680 -6.99350 1.58070
H: -4.19009 -4.69530 -1.08429
H: -1.93339 -3.83006 -1.53060
H: -0.61352 -5.26897 2.27312
H: -2.88391 -6.16539 2.71512
C: -7.11489 -1.12657 -0.70253
As: -5.40678 -0.29447 -0.36355
C: -5.33798 -0.12049 1.55298
C: -5.58647 1.51843 -0.99965
S: -3.80351 -1.29418 -1.20392
H: -7.92044 -0.55112 -0.24708
H: -7.08909 -2.13118 -0.28484
H: -7.25905 -1.19051 -1.77893
H: -6.18426 0.46716 1.90909
H: -4.40035 0.37181 1.79759
H: -5.34197 -1.11151 2.00327
H: -6.45624 2.00535 -0.55875
H: -5.67541 1.49240 -2.08383
H: -4.67538 2.05659 -0.73723

=====

Stability summary: most stable two, least stable one.

=====

--- one ---
2 unconnected molecules or ions with the total composition C2H7O2. Source: the Open Molecules 2025 dataset; level of theory: the ωB97M-V functional and the def2-TZVPD basis.

Values from the calculation:
* multiplicity: 2
* <S²>: 0.75
* M: 63.1 g mol⁻¹

Element x y z (Å)
O: -1.47959 1.23454 0.04580
H: -1.65377 1.62434 0.91303
H: 1.72675 -0.58969 -1.42286
H: -2.06026 1.78177 -0.50186
C: 1.31483 -0.10538 -0.52605
C: 0.09442 -0.84406 -0.06014
O: 0.19509 -1.44058 1.16816
H: 2.09031 -0.16949 0.22831
H: 0.88637 0.80988 -0.94424
H: -0.68721 -1.13652 -0.74602
H: -0.42693 -1.16483 1.84586

=====

--- two ---
2 unconnected molecules or ions with the total composition C2H7O2. Source: the Open Molecules 2025 dataset; level of theory: the ωB97M-V functional and the def2-TZVPD basis.

Values from the calculation:
* multiplicity: 2
* <S²>: 0.75
* M: 63.1 g mol⁻¹

Element x y z (Å)
C: 1.01200 0.33770 0.45238
O: 0.05333 1.24797 0.71821
C: 0.76527 -0.60850 -0.72431
H: 1.94108 0.90572 0.25909
H: 1.32130 -0.20801 1.35302
H: 1.55629 -0.54676 -1.47403
H: 0.79132 -1.65356 -0.44764
H: -0.18817 -0.45567 -1.23301
H: -1.65085 0.35980 0.29799
H: -3.06861 0.61231 0.66434
O: -2.53296 0.00901 0.13396

=====

Stability summary: most stable two, least stable one.

=====

--- one ---
2 unconnected molecules or ions with the total composition C4H13NO2. Source: the Open Molecules 2025 dataset; level of theory: the ωB97M-V functional and the def2-TZVPD basis.

Values from the calculation:
* multiplicity: 2
* <S²>: 0.75
* M: 107.2 g mol⁻¹
* net charge: -1

Element x y z (Å)
C: -0.51612 -0.14382 1.81995
N: -0.80627 -0.54073 0.43697
C: -0.55524 -1.99202 0.15442
C: -0.17230 0.35206 -0.54318
C: -1.04647 1.60033 -0.77719
O: -0.41176 2.78919 -0.49278
H: -1.44438 -0.41062 2.32480
H: 0.38194 -0.87449 2.15431
H: -0.28359 0.88540 1.99271
H: 0.45455 -2.05733 -0.23537
H: -1.50536 -2.30294 -0.51817
H: -0.68224 -2.70834 1.02268
H: 0.09685 -0.15450 -1.47411
H: 0.86871 0.82168 -0.23683
H: -1.89141 1.53777 0.01386
H: -1.49871 1.48689 -1.77162
H: 0.34144 2.96032 -1.16902
H: 2.78833 -0.06008 -0.20643
H: 2.87612 -1.09090 -1.30908
O: 3.00591 -0.09785 -1.18590

=====

--- two ---
4 unconnected molecules or ions with the total composition C4H13NO2. Source: the Open Molecules 2025 dataset; level of theory: the ωB97M-V functional and the def2-TZVPD basis.

Values from the calculation:
* multiplicity: 2
* <S²>: 0.79
* M: 107.2 g mol⁻¹
* net charge: -1

Element x y z (Å)
C: -0.52919 0.94353 0.93995
N: -0.48044 0.94485 -0.52532
C: 2.95061 0.16524 0.87689
C: 1.77540 -1.02519 -1.15069
C: 2.67476 -0.16814 -0.47234
H: -0.72175 -0.05116 1.37894
H: -1.37927 1.63960 1.25429
H: 0.41519 1.27211 1.31695
H: 0.22510 0.29952 -0.89953
H: 3.80955 0.83965 1.06996
H: 2.53466 -0.36187 1.79191
H: 1.98531 -1.16395 -2.23011
H: 1.20732 -1.78412 -0.67896
H: 3.25218 0.43770 -1.19978
H: -3.65301 -0.78291 1.56557
H: -3.02017 -0.40589 -0.21972
O: -2.96470 -0.36569 1.10511
H: -3.70357 -0.74649 -1.76776
H: -1.37040 0.60970 -0.83959
O: -3.00760 -0.29649 -1.31577

=====

Stability summary: most stable two, least stable one.

=====

--- one ---
2 unconnected molecules or ions with the total composition CHPS3. Source: the Open Molecules 2025 dataset; level of theory: the ωB97M-V functional and the def2-TZVPD basis.

Values from the calculation:
* M: 140.2 g mol⁻¹

Element x y z (Å)
C: 0.49179 -0.67326 0.09593
P: -2.35149 -0.35274 -0.00475
S: 1.22158 -1.33846 -1.16736
S: -2.35062 1.10631 -1.25370
S: 0.79912 0.60090 1.11606
H: 2.18961 0.65725 1.21381

=====

--- two ---
A molecular structure, CHPS3. Source: the Open Molecules 2025 dataset; level of theory: the ωB97M-V functional and the def2-TZVPD basis.

Values from the calculation:
* M: 140.2 g mol⁻¹

Element x y z (Å)
C: 0.01406 -0.96771 0.08458
P: 1.72950 0.70578 -0.21780
S: 0.77412 2.17041 0.46557
S: -0.01512 -2.54754 0.67831
S: -1.43357 -0.25850 -0.23260
H: -1.06899 0.89757 -0.77806

=====

Stability summary: most stable two, least stable one.